26
Properties=species:S:1:pos:R:3 method="wB97M-V/def2-TZVPD" homo_lumo_gap_ev=7.01 homo_ev=-3.47 e_lumo_ev=3.54 charge=-1
C -1.10 -0.97 -1.67
C -1.33 -2.01 -0.76
C -2.11 -1.50 0.33
H -1.05 -3.05 -0.91
C -2.41 -0.13 0.04
C -1.77 0.21 -1.17
H -1.87 1.17 -1.72
H -0.63 -1.06 -2.67
H -2.46 -2.08 1.18
H -3.07 0.50 0.59
Lu 0.07 -0.25 0.49
Br 1.06 -2.48 1.27
C 2.25 1.13 0.45
C 1.33 1.88 -0.39
C 1.05 1.09 -1.53
H 1.06 2.92 -0.25
C 1.81 -0.13 -1.43
C 2.56 -0.08 -0.23
H 3.31 -0.80 0.10
H 2.75 1.52 1.34
H 0.54 1.44 -2.44
H 1.92 -0.89 -2.24
C -0.39 0.64 2.81
H -1.44 0.82 2.42
H 0.27 1.47 2.49
H -0.36 0.64 3.90



26
Properties=species:S:1:pos:R:3 method="wB97M-V/def2-TZVPD" homo_lumo_gap_ev="7.06 / 7.06" homo_ev="-13.00 / -13.00" e_lumo_ev="-5.93 / -5.93" charge=+1 e_above_lowest_kj_mol=204.4
C -0.72 -2.83 -0.07
C 0.53 -3.19 -0.31
C -1.11 -1.52 0.13
C 1.48 -2.21 -0.33
C -0.18 -0.53 0.13
C 1.19 -0.85 0.00
C -2.09 1.42 0.64
C -0.62 1.00 0.00
C 0.46 1.86 0.41
C 1.34 1.47 1.41
C -0.73 1.36 -1.54
P 2.66 0.04 0.70
Cl 3.91 0.64 -0.71
H -1.55 -3.45 -0.02
H 0.85 -4.21 -0.48
H -2.17 -1.35 0.15
H 2.58 -2.55 -0.26
H -2.87 1.21 -0.09
H -1.85 2.42 0.70
H 0.69 2.69 -0.20
H -2.27 0.75 1.48
H 1.94 2.23 1.85
H 0.99 0.97 2.33
H -1.54 0.84 -2.10
H 0.25 1.39 -2.05
H -1.17 2.40 -1.78



34
Properties=species:S:1:pos:R:3 method="wB97M-V/def2-TZVPD" multiplicity=6 homo_lumo_gap_ev="5.27 / 5.48" homo_ev="-14.67 / -14.70" e_lumo_ev="-9.40 / -9.22" charge=+2
O -1.29 -3.74 -2.28
C -0.73 -2.74 -2.44
Dy 0.37 -0.58 -2.63
O 2.88 -2.20 -0.75
C 2.09 -1.67 -1.40
C 2.03 1.25 -2.77
O 2.73 2.15 -2.82
C -0.62 0.78 -4.40
O -0.58 1.65 -5.18
C 1.67 -1.28 -4.68
O 2.25 -1.57 -5.63
H -1.57 0.13 -4.03
C 0.82 -0.08 2.82
N 0.80 1.18 2.06
C -0.44 1.91 2.42
N -1.66 1.13 2.12
C -1.61 -0.12 2.89
N -0.39 -0.92 2.59
C -0.41 -1.48 1.25
P -0.41 -0.11 -0.05
C 0.94 0.99 0.61
C -1.80 0.90 0.67
H 0.86 0.16 3.89
H 1.70 -0.66 2.52
H -0.47 2.85 1.85
H -0.42 2.09 3.51
H -2.48 -0.73 2.63
H -1.58 0.14 3.96
H 0.46 -2.12 1.07
H -1.33 -2.07 1.10
H 0.84 1.96 0.10
H 1.92 0.57 0.37
H -2.76 0.39 0.48
H -1.82 1.86 0.15



38
Properties=species:S:1:pos:R:3 method="wB97M-V/def2-TZVPD" multiplicity=2 homo_lumo_gap_ev="8.68 / 6.06" homo_ev="-8.96 / -8.95" e_lumo_ev="-0.28 / -2.88"
Tl 1.14 -0.86 0.92
C 2.86 3.30 2.41
N 3.16 3.32 1.00
C 4.38 3.93 0.48
C 4.22 3.78 -1.05
N 3.03 2.95 -1.15
C 2.40 2.79 0.03
S 0.90 2.06 0.24
H 3.67 2.80 2.96
H 1.93 2.75 2.57
H 2.76 4.32 2.79
H 5.26 3.40 0.86
H 4.44 4.97 0.80
H 5.08 3.30 -1.50
H 4.07 4.75 -1.53
H 2.53 2.77 -2.00
O -5.48 -5.23 -3.10
C -4.19 -5.33 -2.73
O -3.64 -6.39 -2.70
C -3.47 -4.05 -2.41
C -3.90 -2.80 -2.87
C -3.17 -1.67 -2.58
C -2.00 -1.75 -1.80
S -1.10 -0.34 -1.47
C -1.59 -3.01 -1.34
C -2.30 -4.15 -1.65
H -5.80 -4.33 -2.97
H -4.78 -2.71 -3.49
H -3.49 -0.70 -2.94
H -0.69 -3.08 -0.73
H -1.99 -5.12 -1.31
F -1.13 -0.04 1.95
Sb -0.65 0.07 3.82
F 0.03 -1.70 3.55
F -2.31 -0.61 4.35
F 1.07 0.65 3.16
F -1.26 1.84 3.87
F 0.00 0.12 5.58



27
Properties=species:S:1:pos:R:3 method="wB97M-V/def2-TZVPD" homo_lumo_gap_ev=8.60 homo_ev=-12.30 e_lumo_ev=-3.69 charge=+1 e_above_lowest_kj_mol=274.6 smiles="CC/[N+](C)=C1/[C@H]2Oc3ccccc3N12"
C 0.49 1.63 -1.13
C -0.85 0.97 -1.47
N -0.67 -0.49 -1.61
C -0.15 -1.23 -2.76
C -1.00 -1.14 -0.54
C -1.01 -2.36 0.40
O 0.08 -2.67 1.20
C 0.20 -1.60 2.03
C 1.22 -1.48 3.01
C 1.04 -0.38 3.83
C 0.11 0.61 3.69
C -0.79 0.53 2.58
C -0.78 -0.59 1.85
N -1.48 -1.02 0.72
H 1.17 1.49 -1.89
H 0.47 2.61 -0.93
H 1.03 1.17 -0.32
H -1.70 1.14 -0.72
H -1.17 1.31 -2.47
H 0.92 -1.45 -2.63
H -0.57 -2.14 -2.92
H -0.20 -0.62 -3.66
H -1.82 -3.05 0.12
H 1.90 -2.21 3.18
H 1.80 -0.32 4.63
H 0.26 1.58 4.22
H -1.63 1.23 2.55



28
Properties=species:S:1:pos:R:3 method="wB97M-V/def2-TZVPD" homo_lumo_gap_ev=9.02 homo_ev=-12.90 e_lumo_ev=-3.88 charge=+1 e_above_lowest_kj_mol=24.0 smiles="CCOC(=O)[C@@]12C[C@@H]1N1C=CC=CC1=[NH+]2"
C 1.81 3.62 2.45
C 1.74 3.47 0.92
O 0.83 2.36 0.58
C 1.16 1.56 -0.35
O 1.99 1.68 -1.20
C 0.36 0.18 -0.17
C 0.20 -0.44 1.23
C -0.97 -0.37 0.36
N -1.30 -1.57 -0.34
C -2.39 -2.33 -0.30
C -2.65 -3.30 -1.19
C -1.67 -3.56 -2.19
C -0.60 -2.69 -2.30
C -0.42 -1.69 -1.35
N 0.63 -0.81 -1.21
H 0.80 3.78 2.90
H 2.41 2.81 2.97
H 2.34 4.66 2.71
H 2.74 3.13 0.49
H 1.41 4.37 0.36
H 0.33 0.28 2.07
H 0.68 -1.50 1.52
H -1.88 0.22 0.79
H -3.10 -2.36 0.47
H -3.55 -3.91 -1.01
H -2.05 -4.32 -2.95
H 0.07 -2.76 -3.17
H 1.09 -0.51 -2.09



27
Properties=species:S:1:pos:R:3 method="wB97M-V/def2-TZVPD" homo_lumo_gap_ev=7.78 homo_ev=-7.37 e_lumo_ev=0.41 e_above_lowest_kj_mol=237.2 smiles="Cc1ccccc1PN1CC=CC=N1"
C 1.32 1.37 -1.84
C 1.86 0.53 -0.73
C 2.97 -0.28 -1.02
C 3.54 -1.12 -0.13
C 3.02 -1.13 1.18
C 2.01 -0.28 1.50
C 1.38 0.52 0.54
P 0.04 1.55 1.13
N -1.52 0.49 0.29
C -2.90 1.05 0.27
C -3.88 0.04 -0.17
C -3.55 -1.26 -0.14
C -2.18 -1.65 0.23
N -1.27 -0.77 0.56
H 0.74 2.26 -1.43
H 2.06 1.47 -2.68
H 0.42 0.83 -2.29
H 3.52 -0.31 -2.02
H 4.36 -1.58 -0.51
H 3.44 -1.77 1.90
H 1.69 -0.22 2.61
H -0.23 0.94 2.36
H -2.67 2.00 -0.28
H -2.98 1.54 1.31
H -4.83 0.28 -0.38
H -4.36 -1.88 -0.49
H -1.98 -2.65 0.27



27
Properties=species:S:1:pos:R:3 method="wB97M-V/def2-TZVPD" homo_lumo_gap_ev=9.07 homo_ev=-8.35 e_lumo_ev=0.72 e_above_lowest_kj_mol=138.2 smiles=CN(Cn1ccnc1)c1ccccc1
C 1.87 0.26 -1.58
N 0.78 0.44 -0.60
C 1.20 0.44 0.90
N 1.19 -0.82 1.83
C 0.27 -1.14 2.83
C 0.84 -2.02 3.69
N 2.19 -2.19 3.34
C 2.35 -1.39 2.25
C -0.53 0.70 -1.04
C -0.92 1.75 -1.98
C -2.22 1.80 -2.46
C -3.18 0.84 -2.12
C -2.79 -0.21 -1.29
C -1.55 -0.27 -0.69
H 1.37 -0.08 -2.53
H 2.50 1.10 -1.83
H 2.53 -0.60 -1.24
H 0.54 1.14 1.39
H 2.24 0.72 0.94
H -0.71 -0.69 2.85
H 0.40 -2.60 4.53
H 3.27 -1.16 1.74
H -0.18 2.50 -2.30
H -2.53 2.62 -3.09
H -4.20 0.89 -2.49
H -3.48 -0.99 -1.04
H -1.24 -1.07 -0.01



Number 1: E -4236.59076 hartree. Number 2: E -1228.14969 hartree. Number 3: E -2193.10261 hartree. Number 4: E -2495.43699 hartree. Number 5: E -611.34084 hartree. Number 6: E -686.65736 hartree. Number 7: E -877.67498 hartree. Number 8: E -591.16412 hartree.